Density functional theory data (ωB97M-V with the def2-TZVPD basis set) for a cluster of 2 separate species, C3H4N2 in total at a distorted geometry.

XYZ file:
```
9
Properties=species:S:1:pos:R:3:forces:R:3:mulliken_charge:R:1
C -1.265280 -0.174871 -1.137158 1.80 0.54 4.26 -0.03
C -0.778647 -0.071343 -0.030598 -1.24 0.83 -0.84 -0.39
C -0.051640 0.303630 1.184482 0.98 -0.60 -1.74 -0.75
H -1.873163 -0.479107 -1.860699 -1.88 -0.85 -2.90 0.47
H -0.252667 -0.378300 1.990039 0.09 -0.26 0.38 0.26
H -0.242605 1.324544 1.478761 -0.04 0.23 0.04 0.26
H 0.990496 0.190694 0.778152 -0.65 0.39 1.50 0.24
N 2.051504 0.071483 -1.046658 -1.25 -2.15 -1.00 -0.10
N 1.422002 -0.786731 -1.356320 2.20 1.88 0.30 0.05
```
Positions in Å, forces in eV/Å.

Summary:
Spin multiplicity: 1
Relative energy (zero: lowest compared OMol25 entry of this formula, charge and spin): 156.0 kJ/mol
Electronic energy: -226.16579 a.u.
Total charge: 0
SMILES string: C#CC.N#N
Gap between HOMO and LUMO: 11.099 eV

---

Density functional theory data (ωB97M-V with the def2-TZVPD basis set) for the molecule C6H5Br2NS at a distorted geometry.

XYZ file:
```
15
Properties=species:S:1:pos:R:3:forces:R:3:mulliken_charge:R:1
N -1.180386 -2.155827 3.266801 -0.23 -0.63 0.26 -0.41
C -0.713194 -1.736240 2.308842 -0.03 1.03 0.62 -0.04
C -0.144555 -0.966645 1.260498 0.39 -0.12 -0.08 0.62
C 0.187169 0.330959 1.308549 -0.52 -0.86 0.19 -0.58
C 0.841381 0.860583 0.090867 1.90 -0.02 1.15 -0.72
C 0.499743 -0.038060 -1.042279 2.34 -2.36 0.16 0.08
Br 1.920783 -0.194287 -2.347354 -0.05 0.07 -0.07 -0.04
C -0.769646 0.290238 -1.576901 -3.07 -0.62 -3.90 -0.82
Br -0.924418 2.105290 -2.383970 0.07 -0.77 0.54 -0.12
S 0.276482 -1.869098 -0.172682 0.21 2.17 -1.45 -0.07
H 0.040175 0.902599 2.197542 -0.14 0.38 0.35 0.44
H 0.721403 1.922869 -0.060309 -0.67 0.21 -0.44 0.45
H 1.925105 0.796427 0.243163 0.10 -0.17 0.19 0.31
H -1.390312 0.154703 -0.760402 -1.83 0.75 1.70 0.49
H -1.289730 -0.403510 -2.332366 1.55 0.94 0.78 0.40
```
Positions in Å, forces in eV/Å.

Summary:
Spin multiplicity: 1
Relative energy (zero: lowest compared OMol25 entry of this formula, charge and spin): 0.0 kJ/mol
Electronic energy: -5832.54986 a.u.
Total charge: 0
SMILES string: N#CC1=CC[C@](Br)(CBr)S1
Gap between HOMO and LUMO: 8.923 eV

---

Density functional theory data (ωB97M-V with the def2-TZVPD basis set) for a cluster of 2 separate species, C6H15BS3 in total at a distorted geometry.

XYZ file:
```
25
Properties=species:S:1:pos:R:3:forces:R:3:mulliken_charge:R:1
B -0.804862 0.682350 0.116577 -0.72 -2.87 -0.58 0.53
C -3.202657 -0.716236 -0.370548 -3.61 -0.84 1.58 -1.27
C 1.994298 -0.571645 1.481013 -3.51 2.49 -2.56 -1.37
C -1.399212 1.328209 1.552876 2.73 -0.18 -0.58 -1.03
C -1.836483 -0.390348 -0.644745 2.71 3.03 0.11 0.09
C 2.320312 -0.220856 -0.019809 2.16 -0.40 1.73 0.05
C 1.107061 -0.236219 -0.869779 -2.33 2.43 0.80 -0.76
S -1.708964 1.380941 -1.535146 -1.19 -0.38 1.58 -0.15
S 3.510450 -1.578947 -0.759739 -2.29 -0.01 -0.10 -0.20
S 1.360817 0.513628 -2.489513 0.74 -0.18 0.45 -0.24
H -3.678919 -1.352654 -1.169462 0.48 0.58 0.77 0.34
H -3.858864 0.195817 -0.279128 0.55 -0.97 0.24 0.27
H -3.259694 -1.308447 0.623340 -0.07 0.90 -1.47 0.25
H 2.739323 -0.817481 2.081009 3.97 -1.46 2.06 0.55
H 1.580749 0.316105 2.015201 -0.06 -0.22 -0.76 0.22
H 1.227642 -1.321293 1.572128 -0.29 -0.49 -0.27 0.31
H -2.475078 1.345278 1.400848 -0.09 1.11 -0.02 0.32
H -0.759946 2.252987 1.765286 -1.80 -0.63 -0.27 0.26
H -1.306068 0.742108 2.492025 0.39 -0.24 -0.82 0.29
H -1.439301 -1.103505 -1.308008 1.02 -0.62 -0.84 0.41
H 2.986831 0.739786 -0.006005 -1.58 -1.52 -0.39 0.36
H 0.692689 -1.201357 -1.057936 -0.14 -0.79 0.36 0.43
H -0.707870 1.146976 -2.332672 1.17 -0.14 -0.93 0.10
H 4.618312 -1.064001 -0.385224 1.64 0.79 0.66 0.11
H 2.299436 1.238806 -1.872589 0.10 0.60 -0.76 0.13
```
Positions in Å, forces in eV/Å.

Summary:
Spin multiplicity: 1
Relative energy (zero: lowest compared OMol25 entry of this formula, charge and spin): 232.4 kJ/mol
Electronic energy: -1456.87363 a.u.
Total charge: 0
Gap between HOMO and LUMO: 8.367 eV

---

Density functional theory data (ωB97M-V with the def2-TZVPD basis set) for a cluster of 2 separate species, C4H11NO2Si in total at a distorted geometry.

XYZ file:
```
19
Properties=species:S:1:pos:R:3:forces:R:3:mulliken_charge:R:1
C 0.187025 1.167590 0.867570 -2.04 -0.40 0.21 -1.13
Si -0.661636 -0.127259 -0.171921 -0.40 -0.44 -0.13 0.48
C -2.306621 0.346069 -1.075935 0.53 -1.00 -0.32 -1.00
C -0.849360 -1.778559 0.733591 2.34 -0.33 -4.67 -1.05
O 0.517124 -0.252848 -1.351239 -0.11 0.62 0.80 -0.50
H 1.086480 0.755428 1.209716 1.12 -0.29 0.31 0.26
H 0.286600 2.063001 0.324895 0.74 1.04 -1.10 0.34
H -0.316418 1.519949 1.739188 -0.82 -0.16 0.87 0.46
H -2.179091 1.380145 -1.362981 -0.14 0.38 -0.30 0.25
H -2.349551 -0.277464 -2.020437 0.13 0.68 0.89 0.27
H -3.296106 0.233689 -0.605695 0.57 0.00 0.20 0.34
H -1.235201 -2.482358 -0.043411 -0.28 0.45 0.51 0.25
H 0.108504 -2.249907 0.932980 0.29 0.34 0.53 0.33
H -1.461253 -1.751972 1.518091 -2.45 -0.05 3.29 0.44
H 0.369360 -0.803112 -2.097521 -0.18 -0.71 -0.88 0.27
C 3.215981 1.182716 0.159878 0.13 -5.23 0.13 -0.15
N 2.952811 0.058929 0.424144 1.94 3.32 -1.65 0.35
O 2.924997 -1.107699 0.452805 -0.59 -2.08 0.60 -0.54
H 3.006347 2.123668 0.366284 -0.77 3.85 0.70 0.33
```
Positions in Å, forces in eV/Å.

Summary:
Spin multiplicity: 1
Relative energy (zero: lowest compared OMol25 entry of this formula, charge and spin): 197.7 kJ/mol
Electronic energy: -653.66544 a.u.
Total charge: 0
SMILES string: C[Si](C)(C)O.C#[N+][O-]
Gap between HOMO and LUMO: 10.576 eV

---

Density functional theory data (ωB97M-V with the def2-TZVPD basis set) for a structure of composition C23H20N4O2RuSi.

XYZ file:
```
51
Properties=species:S:1:pos:R:3:forces:R:3:mulliken_charge:R:1
Ru -0.021297 0.528073 -1.018239 -0.05 -0.12 -0.25 0.22
C -4.997980 -2.175111 -1.279817 -0.01 -0.02 0.00 -0.47
C -4.548177 -0.873891 -0.965649 0.02 0.03 0.01 -0.81
C -3.225378 -0.565108 -1.039322 0.00 0.01 0.01 -0.39
C -2.274013 -1.562525 -1.443326 -0.02 0.02 -0.01 0.72
C -2.751723 -2.881171 -1.770436 0.02 -0.02 -0.01 -0.28
C -4.084074 -3.162456 -1.681901 0.00 -0.02 0.00 -0.68
N -0.972226 -1.235385 -1.516781 -0.01 0.02 0.08 0.35
N -0.178390 -2.260789 -2.024166 -0.07 0.03 0.04 -0.57
C 1.054391 -1.867951 -2.262137 0.09 -0.02 -0.03 0.27
C 1.973500 -2.750850 -2.879668 -0.05 -0.03 0.00 -0.64
C 3.236637 -2.299473 -3.186194 0.03 0.01 0.00 -0.31
C 3.585103 -0.988617 -2.870791 -0.01 0.01 0.00 -0.85
C 2.653305 -0.169042 -2.233621 0.03 -0.01 -0.05 -0.08
N 1.432896 -0.584775 -1.930733 -0.03 0.08 0.09 0.28
H -6.052182 -2.407302 -1.213561 0.00 -0.01 -0.01 0.43
H -5.265897 -0.118320 -0.677164 0.00 0.00 0.00 0.45
H -2.891162 0.439231 -0.825448 0.01 -0.01 0.00 0.64
H -2.040317 -3.628909 -2.078562 -0.01 -0.01 0.00 0.50
H -4.440833 -4.154093 -1.923775 0.00 0.00 0.00 0.42
H 1.639366 -3.751031 -3.115687 0.01 0.00 0.00 0.53
H 3.947295 -2.952029 -3.674557 0.00 0.00 0.00 0.48
H 4.561824 -0.591748 -3.106985 0.00 0.00 0.00 0.46
H 2.897534 0.852278 -1.967102 0.00 0.00 0.02 0.53
O -1.371303 2.081335 -0.562850 0.11 0.00 0.04 -0.42
N -0.527543 3.005888 -0.792104 0.10 -0.07 0.00 0.35
O 0.614173 2.493185 -0.947243 -0.16 0.12 0.01 -0.35
C 3.022912 -2.091739 0.963728 -0.02 0.03 0.01 -0.49
C 1.708772 -2.521541 1.106940 0.03 0.01 -0.01 -0.73
C 0.700259 -1.590252 1.280878 -0.05 -0.02 -0.01 -0.46
C 0.994005 -0.211761 1.313921 0.01 -0.01 0.02 0.81
C 2.334204 0.201474 1.156171 0.01 0.03 0.00 -0.30
C 3.335490 -0.732228 0.991000 0.01 -0.05 0.00 -0.86
Si -0.381961 0.952464 1.636878 -0.01 0.00 0.04 0.95
C -0.288354 2.593414 2.362577 0.00 0.02 -0.02 0.95
C 0.892089 3.311328 2.612415 0.05 -0.03 -0.01 -0.31
C 0.831398 4.565212 3.184669 -0.05 0.04 0.02 -0.84
C -0.402874 5.118405 3.516826 0.03 -0.02 -0.02 -0.39
C -1.579806 4.421304 3.279518 -0.01 0.00 0.00 -0.68
C -1.526478 3.165793 2.702691 -0.04 -0.01 0.00 -0.39
H 3.815172 -2.819573 0.843222 0.00 0.00 0.00 0.48
H 1.476134 -3.577898 1.096786 0.00 0.00 0.00 0.49
H -0.323090 -1.926335 1.408298 0.01 -0.01 0.00 0.42
H 2.587979 1.253337 1.164349 -0.01 0.04 0.01 0.35
H 4.364452 -0.411640 0.894599 0.00 0.00 0.00 0.50
H -1.687914 0.283162 1.693062 0.00 -0.01 -0.01 -0.06
H 1.860213 2.896281 2.370771 0.02 -0.04 0.00 0.20
H 1.740720 5.116931 3.378266 0.00 0.00 0.00 0.42
H -0.444410 6.101217 3.967128 0.00 0.00 0.00 0.42
H -2.533238 4.855656 3.545889 0.00 0.00 0.00 0.42
H -2.449209 2.627551 2.517232 0.00 0.00 0.01 0.35
```
Positions in Å, forces in eV/Å.

Summary:
Spin multiplicity: 5
Relative energy (zero: lowest compared OMol25 entry of this formula, charge and spin): 55.7 kJ/mol
Electronic energy: -1641.60425 a.u.
Total charge: +2
Gap between HOMO and LUMO (alpha / beta): 6.610 / 5.595 eV

---

Density functional theory data (ωB97M-V with the def2-TZVPD basis set) for the ion C5H12N3 with charge +1 at a distorted geometry.

XYZ file:
```
20
Properties=species:S:1:pos:R:3:forces:R:3:mulliken_charge:R:1
H 3.149907 0.457610 -0.587033 0.62 0.12 -0.30 0.27
N 2.145400 0.502155 -0.541094 0.70 0.26 -0.01 -0.50
C 1.678432 -0.584643 -0.154216 -3.28 -0.35 0.64 -0.30
C 0.119626 -0.688551 0.150359 -0.83 0.21 -0.62 0.77
C -0.471873 -2.025199 -0.404396 -0.51 1.31 3.87 -1.58
C -0.123976 -0.524543 1.690507 -0.22 -0.86 -0.76 -1.23
N -0.747272 0.458668 -0.485361 4.38 -2.23 1.27 -0.18
C -0.354521 1.675182 -0.533109 -2.10 1.41 -0.64 0.22
N -1.256445 2.639728 -0.845094 3.60 -1.03 1.10 -0.37
H 2.168462 -1.523950 0.105826 0.45 0.15 -0.10 0.39
H -1.534417 -2.212214 -0.006868 1.84 -0.08 -0.06 0.36
H 0.305796 -2.720755 -0.139827 -0.44 -1.04 0.37 0.42
H -0.567190 -2.047846 -1.407144 -0.03 0.25 -3.55 0.52
H -1.229390 -0.537109 1.823819 0.69 0.42 0.10 0.34
H 0.197046 -1.453196 2.252390 0.24 1.36 -0.49 0.37
H 0.343318 0.452084 1.968836 -0.42 -1.06 0.42 0.37
H -1.689926 0.247084 -0.510478 -2.25 -0.49 -0.30 0.26
H 0.697015 1.960495 -0.348308 -0.78 -0.38 -0.06 0.35
H -0.664974 3.445082 -0.794469 -1.49 1.60 -0.75 0.28
H -2.165016 2.479916 -1.234341 -0.17 0.44 -0.11 0.25
```
Positions in Å, forces in eV/Å.

Summary:
Spin multiplicity: 1
Relative energy (zero: lowest compared OMol25 entry of this formula, charge and spin): 164.6 kJ/mol
Electronic energy: -361.70543 a.u.
Total charge: +1
SMILES string: [H]/N=C/C(C)(C)NC=[NH2+]
Gap between HOMO and LUMO: 11.341 eV